ORCA calculation (ωB97M-V with the def2-TZVPD basis set) on a molecular structure, C40H44FeN3S4.

Output
Spin multiplicity ... 5
E_tot ... -124394.868 eV
LUMO (spin up / spin down) ... 0.0462 / 0.0457 hartree
Gap between HOMO and LUMO (spin up / spin down) ... 4.980 / 5.024 eV
<S²> ... 6.23
Total charge ... -1

Geometry (Å):
Fe: -0.0321 0.5384 -0.2120
S: 1.7557 -0.0557 1.0419
S: 0.5279 -1.2121 -1.6202
S: -1.2652 -2.7147 -0.1773
S: -1.2454 0.0773 1.8099
N: -1.8747 0.4904 -1.1188
N: 1.4448 1.9347 -1.3905
N: -0.1705 2.7942 0.5684
C: -4.0306 -0.5974 -0.8506
C: 4.0113 -1.4567 0.3662
C: 2.3382 -0.4653 -4.8735
C: 2.7781 1.7765 -1.8576
C: -3.0633 -0.5062 -3.0263
C: -0.5749 -4.0700 3.5351
C: -1.4656 4.0799 -0.8100
C: 1.7097 1.9515 -5.0095
C: -0.9939 -2.7367 1.5369
C: 5.1092 1.9827 -1.3196
C: -2.0467 0.4114 -2.5179
C: -0.9553 4.9842 3.1381
C: 4.7191 -2.3885 -0.3724
C: 3.7826 2.2000 -0.9711
C: 0.7493 2.9930 -1.6164
C: -4.0415 -0.9623 -2.2335
C: -1.1604 3.3589 1.2985
C: -1.0748 3.4805 2.8223
C: 2.6986 -1.1278 0.0250
C: 0.1814 2.8071 3.3851
C: 4.3370 2.6083 1.4765
C: 2.0136 0.7861 -4.0634
C: 4.1220 -3.0157 -1.4639
C: -2.9414 0.0491 -0.3646
C: 3.4102 2.9278 0.3079
C: -2.3249 2.9523 3.5341
C: -2.8890 0.3336 1.0999
C: -1.1015 -1.6060 2.3700
C: 2.8291 -2.6782 -1.8219
C: 3.0936 1.1674 -3.0778
C: -0.9509 -1.7194 3.7477
C: -0.6999 -2.9477 4.3409
C: -0.3321 3.2818 -0.7152
C: -1.3182 1.1276 -3.3973
C: 3.3590 4.4375 0.0559
C: 2.1221 -1.7122 -1.1028
C: 4.4376 0.9688 -3.3832
C: -0.7069 -3.9594 2.1632
C: -2.0040 4.1258 0.4782
C: 5.4394 1.3617 -2.5136
H: 2.5917 2.1969 -5.6085
H: -0.3593 -5.0349 3.9778
H: -3.6256 -0.2440 1.6544
H: 1.4425 -0.7996 -5.4011
H: 5.3442 3.0066 1.3265
H: -3.0546 1.4003 1.2690
H: -1.8388 4.5668 -1.6989
H: 2.3495 -3.1533 -2.6694
H: 0.8932 1.6909 -5.6870
H: -2.8577 4.7088 0.7935
H: -3.0204 -0.7533 -4.0800
H: 1.1096 0.5767 -3.4937
H: 4.4678 -0.9798 1.2257
H: 5.8968 2.2924 -0.6436
H: 3.0570 4.9694 0.9616
H: -0.8509 5.1360 4.2167
H: 1.0563 3.0621 2.7869
H: -4.8097 -0.9177 -0.1737
H: 1.4190 2.8501 -4.4637
H: -0.5998 1.8606 -3.0892
H: 6.4780 1.1816 -2.7641
H: 2.4063 2.6058 0.5882
H: -2.2880 3.1967 4.6004
H: -0.5849 -3.0212 5.4145
H: 4.3392 4.8119 -0.2545
H: 2.6436 4.6838 -0.7308
H: 0.9740 3.7270 -2.3973
H: -0.5926 -4.8289 1.5289
H: -4.8176 -1.6112 -2.6225
H: -1.4632 0.9685 -4.4583
H: -1.8310 5.5356 2.7940
H: -3.2319 3.3977 3.1169
H: -1.0206 -0.8238 4.3527
H: -2.3978 1.8687 3.4485
H: 5.7369 -2.6309 -0.0923
H: 3.1118 -0.2763 -5.6238
H: 4.4080 1.5308 1.6322
H: 0.3437 3.1530 4.4104
H: 3.9427 3.0544 2.3925
H: 4.7004 0.4840 -4.3158
H: -0.0782 5.4048 2.6417
H: 4.6650 -3.7572 -2.0362
H: 0.1019 1.7219 3.4021
H: 2.6771 -1.2773 -4.2315

Cartesian forces (eV/Å) of the 6 atoms listed first:
0.33 0.27 -0.25
0.06 -0.13 0.01
0.07 -0.04 0.19
-0.01 -0.06 0.01
-0.13 -0.06 -0.05
-0.26 -0.06 0.11



ORCA calculation (ωB97M-V with the def2-TZVPD basis set) on a molecular structure, C12H13CeF6NO in a non-equilibrium geometry.

Output
Spin multiplicity ... 2
E_tot ... -45426.824 eV
LUMO (spin up / spin down) ... 0.0990 / 0.0990 hartree
Gap between HOMO and LUMO (spin up / spin down) ... 5.315 / 5.323 eV
<S²> ... 0.75
Total charge ... -1

Geometry (Å):
Ce: 0.4837 -0.0666 -0.5949
F: -2.9418 -0.6317 0.3403
F: -1.4365 -1.0847 2.4393
F: -4.3042 0.8029 1.3437
F: -3.1826 1.3972 -0.4729
F: -2.7490 0.2499 3.6256
F: -0.5528 0.6256 3.4857
O: -0.8136 1.0677 0.6634
N: 0.2523 -2.2733 -0.3429
C: -2.1474 2.6337 2.0554
C: -3.1284 0.6763 0.7074
C: 2.0361 1.5072 -2.0609
C: 2.2992 -3.3528 -0.3578
C: 2.0834 -1.1417 0.9342
C: -1.6555 0.2203 2.7786
C: 0.7228 1.4744 -2.6831
C: -1.8791 1.2129 1.5364
C: 0.5068 0.1351 -3.2029
C: 1.5746 -2.2455 0.1670
C: 2.6142 0.1853 -2.1848
C: 1.6693 -0.6670 -2.8869
H: 1.7741 -1.7282 -3.0939
H: -0.3777 -0.2399 -3.7067
H: -3.0015 2.6190 2.7641
H: 2.4902 2.3746 -1.5909
H: 0.0126 2.2988 -2.7047
H: -2.4026 3.3088 1.2173
H: -1.2715 3.0772 2.5673
H: 1.5102 -0.8516 1.9428
H: 3.5821 -0.1225 -1.8131
H: 0.0518 -3.2742 -0.4476
H: 3.0165 -0.5857 0.7050
H: 3.3372 -3.5559 -0.0366
H: 1.8268 -4.0453 -1.0926

Cartesian forces (eV/Å) of the 6 atoms listed first:
-1.22 -0.67 0.87
-0.61 1.36 0.38
-0.35 1.67 0.40
0.19 -0.19 -0.47
-0.43 -0.69 1.20
1.14 -0.12 -0.57



ORCA calculation (ωB97M-V with the def2-TZVPD basis set) on a molecular structure, C47H58BN8OPPbS4 in a non-equilibrium geometry.

Output
E_tot ... -122204.486 eV
LUMO (spin up / spin down) ... 0.1402 / 0.1401 hartree
Gap between HOMO and LUMO (spin up / spin down) ... 4.277 / 5.221 eV
Total charge ... -2

Geometry (Å):
Pb: 0.0373 -2.1130 -0.8399
S: -1.4893 -0.2746 -2.7783
S: -0.5314 0.5785 2.0631
S: 2.5627 -0.6621 -1.7461
S: 4.2051 -5.2352 -0.5639
P: -1.2956 -4.4586 1.5361
O: -0.3808 -4.2013 -4.0401
N: 0.5921 2.5053 -2.9583
N: 1.9463 -3.6068 -0.6924
N: -1.3222 -3.8043 0.1583
N: 1.2227 1.6151 0.2270
N: -1.4127 2.5793 -0.0439
N: -1.0545 1.5790 -0.8886
N: 1.0385 1.4654 -2.2549
N: 2.3417 2.3428 -0.1044
C: -0.7963 -6.2457 1.5165
C: 3.3437 5.0057 0.1470
C: -2.9524 -4.4846 2.3368
C: 2.0294 1.4220 2.4873
C: -4.8228 -3.2248 3.2023
C: 4.1975 3.7409 0.3553
C: 3.1718 2.1557 2.1084
C: 1.9633 0.8588 3.8793
C: 0.5550 4.0024 -4.8412
C: -3.5013 -3.2849 2.7911
C: -0.7361 -1.0087 1.1942
C: 3.2229 2.6529 0.8088
C: 0.4368 -3.5006 5.2374
C: -3.7663 3.6295 2.2254
C: 1.0187 1.2288 1.5671
C: 0.3366 -8.7650 1.1950
C: 4.8569 3.3468 -0.9695
C: 1.7733 4.9097 -5.0667
C: -3.7748 -5.6048 2.2362
C: -0.5412 -3.7430 4.2805
C: -3.6941 2.1810 -0.5202
C: -1.6182 4.6873 1.5382
C: -2.6661 2.9010 0.1105
C: 2.9020 -4.2850 -0.6398
C: -5.6275 -4.3553 3.1227
C: -5.1052 -5.5401 2.6264
C: -4.3976 0.2742 -2.0093
C: 0.0956 -8.2670 2.4689
C: -0.5507 -6.7504 0.2437
C: 5.2702 4.0502 1.3978
C: 1.9833 0.5873 -2.7136
C: 3.3410 -0.2405 -4.6648
C: -3.6875 5.1679 0.2246
C: -2.9352 4.0958 1.0232
C: -0.1100 3.6631 -6.1800
C: -0.4545 4.7367 -3.9533
C: -3.3572 1.1489 -1.3825
C: -1.9990 0.8749 -1.6285
C: -0.4670 -7.0105 2.6327
C: 1.1736 -4.0071 2.6249
C: 2.4240 0.7754 -4.0653
C: 1.9532 1.8416 -4.7688
C: 2.1498 -3.7648 3.5764
C: -0.1810 -3.9983 2.9622
C: 1.0333 2.7273 -4.1572
C: 1.7801 -3.5184 4.8930
C: 0.0045 -8.0113 0.0788
B: 0.3895 1.3490 -0.9119
H: -5.7397 -6.4148 2.5350
H: -4.7440 3.2583 1.9106
H: 2.8021 -1.1829 -4.7840
H: -5.4025 0.6471 -1.8017
H: 5.8980 3.1787 1.5956
H: -4.7354 2.4114 -0.3260
H: -1.8284 5.5416 2.1893
H: 1.4622 5.8597 -5.5088
H: -0.9394 2.9727 -6.0178
H: -1.8058 -1.0370 0.9589
H: -5.2357 -2.2948 3.5750
H: -1.5877 -3.7267 4.5633
H: 3.9652 5.8492 -0.1700
H: 0.1444 -3.3005 6.2624
H: -1.3204 4.1036 -3.7609
H: 3.9645 2.3279 2.8225
H: -4.2986 -0.7394 -1.6127
H: -4.6426 4.7871 -0.1425
H: -0.5000 4.5709 -6.6466
H: -3.8787 6.0429 0.8526
H: -0.6414 -6.6112 3.6255
H: -3.2356 2.8247 2.7370
H: 2.3660 1.5692 4.6057
H: -6.6618 -4.3072 3.4437
H: 3.7194 0.0853 -5.6349
H: -3.3559 -6.5257 1.8476
H: 0.8098 -9.7327 1.0737
H: -4.2423 0.2030 -3.0858
H: 5.4438 4.1794 -1.3683
H: 2.5569 -0.0575 3.9313
H: -1.0627 3.9342 2.0965
H: 5.9102 4.8553 1.0285
H: -2.8768 -2.3981 2.8064
H: 0.3701 -8.8543 3.3382
H: 2.2661 5.1155 -4.1146
H: -0.5563 -1.7401 1.9716
H: 2.2665 1.9878 -5.7960
H: -0.9529 -3.4767 -3.7590
H: 5.5162 2.4883 -0.8250
H: -3.9152 4.4566 2.9254
H: 0.3107 -4.2307 -3.3665
H: 4.8221 4.3793 2.3371
H: -0.7811 5.6567 -4.4456
H: 0.9438 0.6036 4.1465
H: -0.7840 -6.0998 -0.5931
H: 2.8351 5.2736 1.0763
H: 2.5351 -3.3402 5.6502
H: 2.5845 4.8130 -0.6100
H: 0.2008 -8.3939 -0.9153
H: -0.0087 4.9807 -2.9903
H: -0.9899 5.0119 0.7097
H: 4.1657 -0.4431 -3.9828
H: 1.4521 -4.1929 1.5953
H: 4.0883 3.0718 -1.6907
H: 2.5016 4.4402 -5.7317
H: -3.0882 5.4784 -0.6335
H: 0.5947 3.1967 -6.8718
H: 3.1920 -3.7695 3.2809

Cartesian forces (eV/Å) of the 6 atoms listed first:
-1.24 -0.37 0.21
0.01 0.13 -0.28
0.07 -0.10 -0.24
0.14 0.45 -0.28
0.75 -0.53 0.06
-0.33 -0.48 0.51



ORCA calculation (ωB97M-V with the def2-TZVPD basis set) on a single C3H5ClS molecule in a non-equilibrium geometry.

Output
E_tot ... -26546.606 eV
LUMO ... -0.0174 hartree
Gap between HOMO and LUMO ... 8.392 eV
Structure (SMILES) ... CC(=S)CCl
ΔE to the lowest compared entry with this formula, charge and spin ... 2.3657 eV

Geometry (Å):
Cl: 2.1263 -0.5408 -0.5441
S: -1.8209 -0.8648 -0.5226
C: -0.2955 1.1797 -0.1561
C: -0.4787 -0.1220 -0.1453
C: 0.5684 -1.0688 0.3769
H: -1.2307 1.5751 -0.8060
H: 0.5527 -1.2139 1.4341
H: -0.3397 1.5653 1.1136
H: 0.7297 1.4347 -0.8139
H: 0.1885 -1.9446 0.0636

Cartesian forces (eV/Å) of the 6 atoms listed first:
-0.68 -1.24 1.38
-2.32 -0.92 -0.82
0.52 9.39 -0.78
0.12 -6.86 1.61
1.19 2.97 -1.06
2.25 0.05 1.95



ORCA calculation (ωB97M-V with the def2-TZVPD basis set) on a molecular structure, C26H36AsClN4O6Sn in a non-equilibrium geometry.

Output
E_tot ... -124945.768 eV
LUMO (spin up / spin down) ... -0.4371 / -0.5037 hartree
Gap between HOMO and LUMO (spin up / spin down) ... 5.814 / 3.950 eV
Total charge ... +4
ΔE to the lowest compared entry with this formula, charge and spin ... 0.5475 eV

Geometry (Å):
Sn: 2.8950 -0.5053 2.5864
As: 6.2521 -0.6332 0.9576
Cl: -9.3117 -0.4013 -5.8311
O: 2.9086 -3.7349 5.6156
O: 3.1760 3.2505 4.6168
O: 4.6800 -0.6301 1.6313
O: -1.0354 1.6218 -2.5680
O: 2.7737 -2.5905 3.7592
O: 3.3236 1.7525 2.9567
N: 2.9053 -0.2564 4.7661
N: -0.8025 -1.6569 -0.0862
N: 1.0546 -0.4926 0.4548
N: -0.5444 -0.6925 -1.0097
C: -7.0482 -1.6768 -5.2460
C: -3.2076 1.2484 -1.3375
C: -3.5633 -0.5765 -4.3712
C: -2.0675 0.7310 -2.5246
C: 6.4998 -2.2573 0.0004
C: -1.4066 -0.6192 -2.1888
C: -2.7158 0.6497 -3.9594
C: 2.9026 0.9962 5.2081
C: -5.7315 0.7701 -4.7798
C: -3.7095 2.6435 -1.7196
C: 6.3977 0.9012 -0.1604
C: -7.0463 0.7969 -5.1151
C: 0.5742 -0.0076 -0.6684
C: 2.4877 0.2755 7.4335
C: -7.7342 -0.4328 -5.3700
C: 0.1757 -1.5090 0.7754
C: 2.6960 1.3149 6.5408
C: -2.5060 1.3437 0.0212
C: -4.3524 0.2546 -1.2572
C: -5.7442 -1.6737 -4.8958
C: 3.1558 2.0352 4.1475
C: 7.5387 -0.5600 2.3578
C: 2.5058 -1.0353 6.9810
C: -5.0370 -0.4570 -4.6520
C: 2.7222 -1.2629 5.6358
C: 2.7972 -2.6149 4.9597
H: 0.9871 0.8084 -1.2468
H: 2.9619 -3.6650 6.5729
H: 2.7029 2.3456 6.8683
H: 5.8981 -2.2597 -0.9006
H: -1.3107 2.4851 -2.9340
H: 7.3729 -1.3905 3.0343
H: -1.8446 0.6796 -4.6079
H: -4.2229 2.6821 -2.6812
H: 7.4463 1.1761 -0.2569
H: 5.9906 0.6737 -1.1403
H: -7.5818 1.7347 -5.2075
H: -3.1374 1.9637 0.6674
H: -7.5700 -2.6027 -5.4569
H: -5.2247 1.7156 -4.6247
H: -4.9671 0.5270 -0.3906
H: -4.4346 2.9536 -0.9633
H: -3.3992 -1.4429 -3.7327
H: 2.3223 0.4861 8.4822
H: -3.2542 1.5728 -4.1565
H: 7.4631 0.3829 2.8820
H: 6.2153 -3.0854 0.6392
H: -1.5372 1.8337 -0.0399
H: 7.5533 -2.3383 -0.2579
H: -2.9096 3.3895 -1.7110
H: 3.3685 3.9195 3.9437
H: 5.8450 1.7178 0.2907
H: -0.7971 -0.8774 -3.0566
H: 8.5243 -0.6489 1.9074
H: -3.1585 -0.9178 -5.3300
H: -2.4033 0.3731 0.5083
H: -5.2194 -2.6210 -4.8230
H: 0.2812 -2.1533 1.6360
H: 2.3349 -1.8459 7.6811
H: -2.1469 -1.3868 -2.0358
H: -4.0147 -0.7720 -1.0819
H: -4.9919 0.2780 -2.1426

Cartesian forces (eV/Å) of the 6 atoms listed first:
0.57 -0.16 -2.13
0.92 -0.07 -0.30
-0.53 0.00 -0.14
-0.16 0.45 -0.80
0.00 -0.91 0.11
-1.72 -0.04 1.15



ORCA calculation (ωB97M-V with the def2-TZVPD basis set) on a single C3H7N3O molecule in a non-equilibrium geometry.

Output
E_tot ... -9739.113 eV
LUMO ... 0.0340 hartree
Gap between HOMO and LUMO ... 9.420 eV
Structure (SMILES) ... Cn1[nH]c(=O)n1C
ΔE to the lowest compared entry with this formula, charge and spin ... 3.9201 eV

Geometry (Å):
O: -3.1813 0.4824 -0.2218
N: -0.8755 0.3652 0.3539
N: -0.2980 -0.8472 0.5969
N: -1.7115 -1.4441 0.2007
C: 0.6793 -1.1621 -0.3580
C: -2.1687 -0.1399 0.1006
C: -0.3089 1.6845 0.2393
H: 1.0140 -2.1357 -0.2928
H: -2.1137 -2.3016 0.5703
H: 0.3376 -1.0524 -1.4404
H: -1.2083 2.3604 0.0287
H: 0.5682 1.7476 -0.5301
H: 1.5132 -0.5993 -0.1414
H: 0.0659 1.8760 1.2424

Cartesian forces (eV/Å) of the 6 atoms listed first:
1.33 -1.82 0.97
-3.34 1.57 -1.20
-1.93 -3.02 1.53
2.17 0.45 -0.11
-1.47 -0.18 -3.17
0.19 2.92 -1.03



ORCA calculation (ωB97M-V with the def2-TZVPD basis set) on 2 unconnected molecules or ions with the total composition C9H14 in a non-equilibrium geometry.

Output
Spin multiplicity ... 2
E_tot ... -9549.283 eV
LUMO (spin up / spin down) ... -0.1583 / -0.3069 hartree
Gap between HOMO and LUMO (spin up / spin down) ... 9.657 / 5.614 eV
<S²> ... 0.77
Total charge ... +1
ΔE to the lowest compared entry with this formula, charge and spin ... 2.1587 eV

Geometry (Å):
C: -0.9886 -1.2713 1.6123
C: -2.3166 -2.8614 0.4729
C: -1.5953 -2.5166 1.5810
C: -0.3803 0.7790 0.5185
C: -1.0108 -0.4994 0.3710
C: 2.3233 2.6880 -1.0000
C: -1.7390 -0.9272 -0.7178
C: -2.4368 -2.1040 -0.6575
C: 2.8057 1.3370 -0.7310
H: -1.6487 -0.3417 -1.6426
H: -1.5449 -3.2055 2.3262
H: -1.1157 1.5280 0.8646
H: -0.3795 -0.7660 2.2759
H: -3.0842 -2.1789 -1.6116
H: 1.2617 2.6522 -0.6242
H: 0.1918 1.2460 -0.3788
H: 2.7970 1.0742 0.3550
H: 2.3740 3.1194 -2.1642
H: 3.8602 1.1069 -1.0584
H: 2.7856 3.6114 -0.4189
H: 2.1467 0.5112 -1.1712
H: 0.3495 0.8366 1.4485
H: -2.6552 -3.8179 0.3503

Cartesian forces (eV/Å) of the 6 atoms listed first:
-1.32 -1.69 -2.79
0.13 -0.43 -0.40
0.94 3.06 -0.09
3.08 2.51 0.51
0.05 -0.03 2.09
-1.08 4.43 -1.37



ORCA calculation (ωB97M-V with the def2-TZVPD basis set) on a molecular structure, C18H39AsGaIN9O4SSi.

Output
E_tot ... -180937.886 eV
LUMO ... 0.0813 hartree
Gap between HOMO and LUMO ... 7.560 eV
Total charge ... -1
ΔE to the lowest compared entry with this formula, charge and spin ... 0.0000 eV

Geometry (Å):
I: 3.6021 -0.2041 3.4008
As: -2.4067 2.3716 0.9930
Ga: 0.4941 0.7994 2.2746
S: -0.7841 2.9211 2.2306
Si: 0.3626 -0.3238 -0.8392
O: 0.2897 -1.9532 -0.7851
O: -0.1262 0.4557 0.4655
O: 1.9132 0.0502 -1.2746
O: -0.6203 0.1215 -2.1024
N: -1.4590 -2.2773 4.2999
N: -0.5014 -0.7722 3.0157
N: 0.6496 1.3273 4.2997
N: 1.1234 2.5279 6.0067
N: -1.1454 -1.6873 2.2366
N: -1.6930 -2.5541 2.9994
N: -0.2552 -0.5724 5.4072
N: 0.5747 1.3911 6.4900
N: 1.1660 2.5027 4.7219
C: 1.9773 -2.4884 0.8823
C: 1.7683 2.4774 -1.3320
C: 2.1849 1.1309 -3.4081
C: 2.1439 -3.3032 -1.4763
C: -1.5383 -0.6327 -2.8951
C: -3.8486 3.5655 1.4687
C: 2.4665 0.9580 2.0006
C: -0.7889 -1.6833 -3.7110
C: 0.3047 0.6879 5.4073
C: -0.7237 -1.1813 4.2748
C: 3.9250 1.2346 -1.6217
C: 0.3285 -4.1648 0.0308
C: -2.1941 0.3696 -3.8400
C: 1.1941 -2.9654 -0.3306
C: -3.1400 0.6228 1.2667
C: -2.1781 2.6765 -0.8866
C: 2.4267 1.2249 -1.9036
C: -2.5905 -1.2822 -2.0016
H: -2.4108 -0.1214 0.9545
H: -4.7278 3.3490 0.8619
H: -0.2373 -4.4941 -0.8440
H: -2.8972 -0.1351 -4.5054
H: 1.5797 -3.6374 -2.3496
H: -3.1585 2.7013 -1.3641
H: 2.5849 -1.6181 0.6308
H: 4.3749 0.3090 -1.9844
H: 2.6313 0.2126 -3.7949
H: 2.8276 -4.1016 -1.1799
H: 2.7934 0.6342 1.0179
H: -0.3239 -2.4129 -3.0518
H: -1.5685 1.8779 -1.3043
H: 2.7890 1.9827 2.1794
H: 1.8685 2.5068 -0.2465
H: 2.2286 3.3737 -1.7538
H: -4.0784 3.4286 2.5233
H: -3.3408 0.5009 2.3305
H: -0.5740 -0.9412 6.2855
H: 0.9495 -4.9939 0.3771
H: 1.3005 -2.2302 1.6963
H: -3.2940 -1.8646 -2.6010
H: 2.6374 1.9834 -3.9199
H: -3.5253 4.5917 1.3048
H: -2.1199 -1.9417 -1.2721
H: 1.1161 1.1149 -3.6192
H: 0.7040 2.4913 -1.5744
H: -1.4336 0.8651 -4.4463
H: -3.1510 -0.5126 -1.4665
H: -2.7352 1.1310 -3.2769
H: 4.1157 1.3134 -0.5511
H: -0.0102 -1.2021 -4.3063
H: -4.0664 0.5381 0.6978
H: -0.3725 -3.8912 0.8191
H: -1.4768 -2.1987 -4.3852
H: 2.6493 -3.2731 1.2351
H: 4.4047 2.0782 -2.1226
H: 2.7251 -2.4219 -1.7507
H: -1.6800 3.6371 -1.0084

Cartesian forces (eV/Å) of the 6 atoms listed first:
0.01 -0.01 -0.01
-0.02 0.00 0.00
0.02 0.06 0.07
0.01 -0.02 0.00
0.04 -0.02 0.04
0.03 0.03 0.01